[1]
CH5BrSi | the ωB97M-V functional and the def2-TZVPD basis

2S+1: 3
<S²>: 2.01
Frontier orbital gap (spin up / spin down) in hartree: 0.1730 / 0.2141
LUMO (spin up / spin down) in eV: 0.69 / -4.85
Charge: 0
ΔE to the lowest compared entry with this formula, charge and spin in kcal/mol: 66.1

Last column: Mulliken charge in e.
Positions of all 8 atoms, in Å:
C (1.026, 0.587, -0.001)  -0.855
Si (-0.885, -0.365, 0.161)  0.439
Br (-0.683, -2.304, -0.891)  -0.193
H (1.598, -0.044, -0.615)  0.327
H (0.597, 1.458, -0.538)  0.253
H (1.649, 0.811, 0.797)  0.332
H (-1.720, 0.625, -0.272)  -0.167
H (-1.583, -0.769, 1.359)  -0.137

=====

[2]
CH5Cl2N2O2PS | the ωB97M-V functional and the def2-TZVPD basis

Frontier orbital gap in hartree: 0.2770
LUMO in eV: -1.49
Charge: 0
ΔE to the lowest compared entry with this formula, charge and spin in kcal/mol: 43.9

Last column: Mulliken charge in e.
Positions of all 14 atoms, in Å:
S (-2.727, 0.455, 1.665)  -0.233
P (-2.759, 0.673, -0.441)  0.437
O (-4.273, 0.956, -0.773)  -0.285
Cl (-5.668, 0.029, -0.093)  0.037
O (-2.337, -0.817, -0.940)  -0.200
Cl (-2.963, -2.262, -0.255)  0.034
H (-1.636, 1.398, 1.586)  0.194
C (0.634, -0.849, 0.007)  -0.358
N (0.792, 0.270, 0.500)  -0.229
N (0.505, 1.289, -0.265)  -0.265
H (0.990, -1.728, 0.474)  0.294
H (0.184, -0.936, -1.085)  0.171
H (0.056, 0.970, -1.065)  0.167
H (1.157, 2.119, -0.236)  0.235

=====

[3]
CH5ClN2O | the ωB97M-V functional and the def2-TZVPD basis

Frontier orbital gap in hartree: 0.3532
LUMO in eV: 0.15
Charge: 0
ΔE to the lowest compared entry with this formula, charge and spin in kcal/mol: 63.3

Last column: Mulliken charge in e.
Positions of all 10 atoms, in Å:
C (-1.258, -1.024, 0.113)  -0.548
O (-0.569, 0.142, -0.330)  -0.151
N (0.515, 0.311, 0.455)  -0.025
N (0.986, 1.708, 0.091)  -0.460
Cl (1.989, -0.906, 0.056)  -0.209
H (-0.916, -1.284, 1.057)  0.353
H (-1.049, -1.871, -0.716)  0.205
H (-2.239, -0.632, 0.098)  0.260
H (1.964, 1.782, 0.028)  0.286
H (0.576, 1.775, -0.852)  0.289

=====

[4]
CH5ClNOP | the ωB97M-V functional and the def2-TZVPD basis

Frontier orbital gap (spin up / spin down) in hartree: 0.2656 / 0.2908
LUMO (spin up / spin down) in eV: -0.99 / -0.95
Charge: 0
ΔE to the lowest compared entry with this formula, charge and spin in kcal/mol: 149.2

Last column: Mulliken charge in e.
Positions of all 10 atoms, in Å:
C (1.604, 0.850, -0.660)  -0.550
N (-1.714, -0.449, 0.754)  -0.249
O (1.394, -0.118, 0.264)  -0.561
P (-0.613, -1.511, -0.035)  0.327
Cl (-2.771, 0.500, -0.170)  -0.062
H (0.803, 1.047, -1.380)  0.204
H (2.513, 0.661, -1.402)  0.232
H (1.438, 1.826, -0.175)  0.282
H (-2.151, -0.704, 1.591)  0.316
H (-0.503, -2.103, 1.214)  0.062

=====

[5]
CH5ClO2SSi | the ωB97M-V functional and the def2-TZVPD basis

Frontier orbital gap in hartree: 0.3669
LUMO in eV: 0.14
Charge: 0
ΔE to the lowest compared entry with this formula, charge and spin in kcal/mol: 36.0

Last column: Mulliken charge in e.
Positions of all 11 atoms, in Å:
C (0.547, 1.338, -0.696)  -0.910
S (-0.653, 0.429, 0.384)  0.947
O (-0.476, 0.971, 1.724)  -0.638
O (-1.923, 0.702, -0.208)  -0.605
Si (-0.035, -1.695, 0.415)  0.531
Cl (1.181, -1.788, -1.139)  -0.179
H (0.290, 0.897, -1.675)  0.338
H (0.132, 2.324, -0.348)  0.354
H (1.624, 0.990, -0.332)  0.287
H (0.671, -2.064, 1.679)  -0.048
H (-1.358, -2.103, 0.196)  -0.076

=====

[6]
CH5ClOSi | the ωB97M-V functional and the def2-TZVPD basis

Frontier orbital gap in hartree: 0.4140
LUMO in eV: 0.84
Charge: 0
ΔE to the lowest compared entry with this formula, charge and spin in kcal/mol: 67.9

Last column: Mulliken charge in e.
Positions of all 9 atoms, in Å:
Si (0.772, 0.440, 0.059)  0.452
O (-0.716, 0.516, -0.592)  -0.211
C (-1.084, 0.195, -1.870)  -0.124
Cl (0.470, -0.054, -2.825)  -0.226
H (1.442, -0.765, -0.174)  -0.129
H (0.550, 1.034, 1.399)  -0.141
H (1.824, 1.257, -0.462)  -0.135
H (-1.342, 1.140, -2.322)  0.199
H (-1.930, -0.487, -1.934)  0.315

=====

[7]
CH5IN2 | the ωB97M-V functional and the def2-TZVPD basis

Frontier orbital gap in hartree: 0.3016
LUMO in eV: 0.37
Charge: 0
ΔE to the lowest compared entry with this formula, charge and spin in kcal/mol: 66.3

Last column: Mulliken charge in e.
Positions of all 9 atoms, in Å:
C (0.781, -0.580, -0.224)  -0.701
N (1.040, 0.666, -0.754)  -0.403
N (-2.224, 0.458, 0.965)  -0.654
I (-0.829, -0.749, 1.483)  0.357
H (0.255, 1.283, -0.916)  0.265
H (0.455, -1.252, -0.996)  0.356
H (1.686, -0.810, 0.277)  0.388
H (1.869, 0.887, -0.300)  0.224
H (-3.033, 0.097, 0.465)  0.169

=====

[8]
CH5INP | the ωB97M-V functional and the def2-TZVPD basis

Frontier orbital gap in hartree: 0.3264
LUMO in eV: 0.48
Charge: 0
ΔE to the lowest compared entry with this formula, charge and spin in kcal/mol: 21.4

Last column: Mulliken charge in e.
Positions of all 9 atoms, in Å:
C (-0.612, -0.119, -1.065)  -0.827
N (-0.016, 0.474, 0.119)  -0.193
P (1.347, 0.004, 0.816)  -0.072
I (0.600, -1.927, 2.121)  -0.138
H (-1.371, -0.828, -0.830)  0.285
H (-1.037, 0.616, -1.651)  0.327
H (0.229, -0.533, -1.586)  0.314
H (-0.525, 1.224, 0.441)  0.243
H (1.385, 1.089, 1.635)  0.061